Entry 1:
Here is a structure of composition C32H58BrCl20FIO2PS at a distorted geometry from the Open Molecules 2025 dataset. Energies are from wB97M-V/def2-TZVPD.

Structure (XYZ):
```
117
Properties=species:S:1:pos:R:3:forces:R:3
C 1.0529 -0.5004 4.1582 0.1662 -0.6090 -0.0435
C 0.8670 -1.7472 3.7149 0.1832 0.7536 0.0793
C -0.0344 -2.1603 2.5999 1.9406 -0.3662 0.0189
F -1.3183 -2.2440 3.1351 -0.3915 0.2811 0.1707
C 0.1891 -3.6506 2.2384 0.2114 -1.0637 0.5479
O 0.6596 -4.5482 2.8957 -1.2244 1.5415 -1.1287
O -0.3414 -3.7794 0.9563 0.1111 -0.5315 0.4065
C 0.1915 -2.6794 0.3013 1.1026 1.0075 0.0365
Br 2.2096 -3.0641 0.4177 -0.0244 -0.5172 -0.4632
C -0.1662 -2.5751 -1.1469 -0.2454 -0.9285 -0.3386
C 0.5598 -3.5670 -2.0680 -0.7180 0.0765 -0.4209
C -0.2717 -3.8083 -3.3302 0.1533 -0.2068 0.5466
I -1.5274 -5.5422 -3.1214 -0.0513 0.1736 -0.0404
C -0.0015 -1.4039 1.2339 0.1528 -0.2768 -0.3762
S 1.4431 -0.2888 1.0019 -0.1212 1.0032 1.7745
P -1.6750 -0.5594 1.0886 -1.6573 -0.9195 -0.6350
C -1.7949 0.5872 2.5114 1.2587 -0.0679 -0.3637
C -1.7055 0.5843 -0.3579 0.8032 0.6652 0.6740
C -0.8221 1.8502 -0.3066 0.2203 -0.5056 -0.1167
H 1.2853 -0.3864 5.2031 0.9539 0.1781 0.0729
H 1.0504 0.3837 3.5441 -0.9642 0.2104 0.0087
H 1.3772 -2.5442 4.2358 -0.7473 -0.4083 0.5470
H -1.2266 -2.8057 -1.2450 -0.3401 0.2471 0.2520
H 0.0083 -1.5736 -1.5218 -0.1195 0.2021 0.1853
H 1.5059 -3.1396 -2.3751 0.3600 -0.0819 0.0878
H 0.7076 -4.5174 -1.5757 0.3689 -0.0814 0.2459
H -0.9473 -2.9871 -3.4866 -0.1970 0.1874 -0.4129
H 0.3435 -3.9958 -4.1946 0.0383 -0.0393 -0.2567
H 1.4588 -0.0530 -0.3183 -0.7687 -0.4604 0.3942
H -2.4637 1.3971 2.2563 -0.3585 0.0487 -0.0638
H -0.8205 1.0335 2.6936 0.0782 0.2755 0.1345
H -2.0887 0.0676 3.4115 -0.2703 -0.0972 0.1029
H -2.7391 0.9102 -0.3986 -0.3763 -0.2565 0.0315
H -1.5312 0.0179 -1.2638 -0.0537 -0.1602 -0.2205
H -0.3092 1.9613 0.6396 -0.0223 0.0505 0.3269
H -1.3875 2.7576 -0.4769 -0.1423 0.1479 -0.2317
H -0.0315 1.7638 -1.0439 -0.0554 0.2211 -0.1889
Cl 1.9543 3.2806 -1.8754 0.1362 0.0858 -0.0771
C 3.0435 2.1181 -1.0724 0.0425 0.0804 0.0365
C 3.3646 0.9445 -1.9598 0.2790 0.0457 0.0056
Cl 1.9439 -0.0965 -2.2327 0.2481 0.0752 -1.2553
H 2.5707 1.8012 -0.1459 -0.0476 0.1120 -0.0024
H 3.9595 2.6530 -0.8289 0.0200 -0.0207 -0.0347
H 4.1279 0.3248 -1.4928 -0.0375 -0.0425 0.0730
H 3.7279 1.2698 -2.9313 -0.0943 -0.0172 -0.0456
Cl -4.7841 1.2380 -2.7618 0.0282 0.0250 -0.0042
C -5.1018 -0.1021 -3.8962 -0.0443 0.0044 -0.0609
C -4.2344 -1.3001 -3.6189 -0.0334 -0.1528 0.1096
Cl -2.5146 -0.9888 -3.9673 0.1243 0.0869 -0.0931
H -4.9517 0.2761 -4.9046 0.0653 0.0475 0.0188
H -6.1480 -0.3784 -3.7779 0.0057 -0.0257 0.0547
H -4.5470 -2.1324 -4.2476 0.0214 0.0115 -0.0223
H -4.2806 -1.6031 -2.5755 -0.1785 0.1830 -0.3797
Cl 5.0985 -3.3749 1.6574 0.3690 -0.0318 0.0809
C 4.5442 -4.5443 2.8826 -0.1890 -0.0424 0.0108
C 5.1870 -4.3112 4.2240 -0.0605 0.0173 0.0657
Cl 6.9294 -4.6938 4.2165 0.0195 0.0176 0.0039
H 4.7505 -5.5428 2.5072 0.0711 0.0093 -0.0218
H 3.4639 -4.4232 2.9673 -0.0110 0.0371 -0.0004
H 4.7233 -4.9583 4.9664 -0.0053 -0.0388 -0.0252
H 5.0737 -3.2786 4.5440 0.0406 0.0250 -0.0307
Cl -2.0830 2.3450 -5.0787 -0.1072 0.0628 0.0658
C -0.9228 2.6669 -6.3933 -0.2249 -0.1114 0.1313
C -0.1778 1.4225 -6.7885 0.0905 0.0058 0.0278
Cl 0.9183 0.8647 -5.4895 0.0052 -0.0203 0.0680
H -0.2536 3.4486 -6.0608 -0.1366 -0.1061 0.1414
H -1.4877 3.0412 -7.2450 -0.0025 -0.0282 -0.0282
H 0.4311 1.6191 -7.6640 0.1081 0.0207 0.0146
H -0.8552 0.6055 -7.0166 -0.0068 -0.0439 0.0702
Cl -1.8538 3.5491 4.1683 0.0531 0.0404 0.0598
C -2.2507 5.1361 3.4634 0.0473 0.0873 0.0273
C -3.6541 5.1680 2.9179 -0.0547 0.0796 -0.0119
Cl -3.8341 4.1248 1.4825 -0.0096 -0.0297 0.0042
H -1.5200 5.3496 2.6879 0.0016 -0.0634 -0.0369
H -2.1443 5.8764 4.2543 -0.0536 -0.0127 0.0278
H -3.9052 6.1813 2.6099 0.0356 0.0069 -0.0368
H -4.3762 4.8412 3.6612 0.0090 -0.0692 -0.0035
Cl 3.3115 -1.4565 7.2142 0.0139 0.0142 -0.0103
C 2.1741 -2.1210 8.4169 0.0135 -0.0616 0.0718
C 0.7421 -1.9824 7.9706 -0.0604 -0.1184 0.0100
Cl 0.2065 -0.2807 7.9507 -0.0145 0.0401 -0.0394
H 2.3504 -1.6127 9.3618 0.0195 0.0715 -0.0292
H 2.4175 -3.1749 8.5377 -0.0156 -0.0172 -0.0405
H 0.0870 -2.5117 8.6597 0.0223 0.0217 0.0504
H 0.5943 -2.3888 6.9724 0.0140 0.0671 -0.0390
Cl -7.4175 -3.4548 -0.1428 -0.0004 -0.0105 -0.0220
C -6.0376 -3.8425 0.9204 0.0063 -0.0655 0.0683
C -5.0471 -2.7122 1.0017 0.1259 0.0538 0.2109
Cl -4.1860 -2.4691 -0.5348 -0.1067 -0.2675 0.1228
H -5.5730 -4.7505 0.5458 0.0020 0.0154 -0.0701
H -6.4451 -4.0416 1.9098 -0.0179 0.0454 0.0109
H -4.2889 -2.9328 1.7528 0.0319 -0.0201 -0.0364
H -5.5285 -1.7741 1.2646 -0.0281 0.0198 -0.0672
Cl 1.1892 4.6593 -7.5626 0.3568 0.2366 -0.2643
C 2.3649 4.1741 -6.3051 -0.0210 -0.0602 0.0846
C 3.4189 5.2248 -6.0808 0.0297 0.0355 0.0609
Cl 4.5174 5.3853 -7.4759 -0.0068 0.0165 -0.0079
H 2.8003 3.2252 -6.6057 0.0016 0.0000 -0.0648
H 1.8033 4.0168 -5.3845 0.0017 0.0205 0.0140
H 4.0296 4.9466 -5.2240 -0.0008 -0.0482 -0.0012
H 2.9759 6.1986 -5.8904 -0.0156 0.0166 -0.0577
Cl 3.4105 1.1699 11.2764 -0.0025 -0.0455 0.0022
C 2.0674 2.0945 10.5535 0.0243 0.0372 -0.0977
C 1.3474 2.9436 11.5676 -0.0172 0.0785 -0.0106
Cl 0.4385 1.9600 12.7441 0.0091 -0.0028 0.0207
H 1.3975 1.3840 10.0810 -0.0535 -0.0641 0.0049
H 2.4990 2.7308 9.7829 0.0223 0.0276 0.0244
H 0.6252 3.5812 11.0610 -0.0199 -0.0330 -0.0319
H 2.0386 3.5728 12.1218 0.0235 -0.0452 0.0467
Cl -1.0666 1.1634 -9.8630 -0.1441 0.0182 -0.1878
C 0.1364 1.4904 -11.1381 0.0152 0.1211 -0.0837
C 0.8957 0.2481 -11.5201 0.0475 -0.0308 -0.0767
Cl 1.9638 -0.3039 -10.2043 -0.0133 -0.0155 0.0252
H 0.8048 2.2672 -10.7749 0.0054 -0.0230 0.0692
H -0.4062 1.8744 -11.9998 -0.0335 -0.0522 -0.0096
H 1.5281 0.4564 -12.3810 0.0246 0.0414 0.0170
H 0.2234 -0.5677 -11.7710 -0.0172 -0.0206 0.0625
```
Forces are in eV/Å.

For the highest occupied orbital energy, the calculation gives -0.278 Ha. As for the LUMO energy: 0.29 eV. The HOMO-LUMO gap comes out at 7.855 eV. The total charge is 0. As for the spin multiplicity: 1.

Löwdin atomic charge list, values in e, 5 entries: C 0.0372; C -0.0809; C -0.4328; F 0.0071; C -0.4342

=====

Entry 2:
Here is a cluster of 2 separate species, CH3NO in total at a distorted geometry from the Open Molecules 2025 dataset. Energies are from wB97M-V/def2-TZVPD.

Structure (XYZ):
```
6
Properties=species:S:1:pos:R:3:forces:R:3
C 0.1140 0.1060 1.1461 -3.2662 0.3701 -1.2108
N -0.4605 0.2240 -1.1936 1.2908 2.2822 1.6146
O -0.6638 0.2182 2.0184 1.7544 -0.1490 -1.6227
H 1.1166 -0.1466 0.9274 1.3331 -0.1829 0.5363
H 0.4653 0.3410 -1.6676 -0.5814 0.1101 0.6864
H -0.5716 -0.7427 -1.2307 -0.5307 -2.4304 -0.0038
```
Forces are in eV/Å.

For the highest occupied orbital energy (alpha / beta), the calculation gives -0.306 / -0.345 Ha. As for the LUMO energy (alpha / beta): 0.01 / 0.26 eV. The HOMO-LUMO gap (alpha / beta) comes out at 8.346 / 9.644 eV. As for the relative energy (zero: lowest compared OMol25 entry of this formula, charge and spin): 96.7 kcal per mole. The total charge is 0. As for the spin multiplicity: 1.

Löwdin atomic charge list, values in e, 5 entries: C -0.0034; N -0.0296; O 0.1074; H 0.0663; H -0.0349

=====

Entry 3:
Here is a cluster of 3 separate species, C4H11NO4 in total from the Open Molecules 2025 dataset. Energies are from wB97M-V/def2-TZVPD.

Structure (XYZ):
```
20
Properties=species:S:1:pos:R:3:forces:R:3
C 1.5372 -0.0900 0.0886 -0.4812 0.1206 -0.0197
C -0.6812 -0.2250 0.7685 0.5367 0.0902 0.2615
C -0.5719 0.2044 -0.5375 0.4075 -0.0408 -0.0753
C -0.6187 -0.7318 -1.7005 -0.0018 -0.0293 0.0618
N -0.6919 0.6170 1.8503 -0.1203 -0.1193 -0.1843
O 2.1671 0.1936 -1.1051 -0.1788 -0.0553 0.2347
O 1.9250 0.8363 1.0247 -0.1721 -0.2476 -0.1963
O 1.7433 -1.4123 0.4095 0.0437 0.1783 -0.0352
O -2.6958 0.3014 -0.2896 0.1384 0.1879 0.0661
H 2.3513 1.1417 -1.1217 -0.0021 -0.0392 0.0413
H 1.2180 0.8906 1.6994 0.0264 -0.0021 -0.0569
H 2.6630 -1.6411 0.1904 -0.1134 0.0652 -0.0111
H -3.0708 1.1225 0.0581 -0.0610 -0.1167 -0.0780
H -0.7243 -1.2849 0.9722 -0.0188 -0.0222 -0.0160
H -0.4642 1.2640 -0.7285 -0.0354 0.0185 0.0387
H -1.1469 1.5040 1.6728 0.0246 -0.0410 -0.0446
H -1.0148 0.1960 2.7090 0.0254 -0.0076 -0.0642
H -1.5863 -0.6073 -2.1818 0.0269 0.0159 0.0313
H 0.1829 -0.5121 -2.4053 -0.0321 0.0166 0.0229
H -0.5206 -1.7671 -1.3736 -0.0128 0.0280 0.0230
```
Forces are in eV/Å.

For the highest occupied orbital energy, the calculation gives -0.266 Ha. As for the LUMO energy: 0.34 eV. The HOMO-LUMO gap comes out at 7.584 eV. As for the relative energy (zero: lowest compared OMol25 entry of this formula, charge and spin): 104.8 kcal per mole. The total charge is 0. As for the spin multiplicity: 1.

Löwdin atomic charge list, values in e, 5 entries: C -0.5538; C -0.1779; C -0.1937; C -0.0529; N 0.1053

=====

Entry 4:
Here is a cluster of 6 separate species, C33H36Cl2F5OP2 in total at a distorted geometry from the Open Molecules 2025 dataset. Energies are from wB97M-V/def2-TZVPD.

Structure (XYZ):
```
79
Properties=species:S:1:pos:R:3:forces:R:3
C 1.1925 2.6180 6.8085 -0.8071 -0.0433 -1.3550
C -0.2937 2.3771 6.3551 0.8041 0.8186 2.0167
Cl -0.2721 2.5543 4.5407 -0.0851 -0.2111 0.3406
C -1.2449 3.3655 7.0801 0.3736 -0.5738 0.0560
P -2.9498 3.6683 6.2554 0.3565 0.5996 -1.3577
P -4.0192 2.5162 7.8606 -1.8922 0.3667 1.6718
O -5.6237 2.4308 7.2625 1.6736 -0.4715 0.3360
Cl -3.3401 0.4952 7.8258 -0.0291 0.0097 -0.4230
H 1.8140 2.0110 6.1239 0.0615 0.1726 0.6480
H 1.4091 3.6798 6.5970 0.1263 -0.4142 0.3712
H 1.3441 2.3557 7.8639 -0.0577 0.1374 -0.3120
H -0.5514 1.3621 6.6896 -0.2191 0.1236 -0.9821
H -1.4248 2.9588 8.1034 0.2132 0.0886 -0.4913
H -0.7677 4.3555 7.2303 -0.2110 -0.3727 -0.3232
H -2.8883 2.4443 5.4693 0.2282 -0.1377 -0.2301
H -4.2521 4.0057 5.6548 -0.2796 -0.2816 -0.0002
H -3.1301 4.8459 7.1297 0.0914 -0.0125 0.3237
H -2.2992 4.4674 5.2251 -0.0156 0.0723 0.0141
H -5.5116 2.2030 6.3303 -0.3214 0.1835 -0.3693
F 0.5978 -1.0362 3.9738 0.0524 -0.0205 0.0702
C 0.1731 -1.2650 2.7233 -0.1676 -0.0656 -0.4614
C -0.2524 -0.2022 1.9448 0.0380 0.2426 0.0534
C -0.6855 -0.4445 0.6485 0.0810 -0.2614 0.0800
C -0.6982 -1.7418 0.1489 -0.0230 -0.0113 -0.0922
C -0.2720 -2.7991 0.9432 -0.0362 0.2294 -0.0167
C 0.1722 -2.5614 2.2375 0.0521 -0.1052 0.1115
H -0.2432 0.8006 2.3523 -0.0016 -0.0727 0.0977
H -1.0136 0.3790 0.0272 0.0009 0.0146 0.0332
H -1.0402 -1.9278 -0.8623 0.0102 -0.0021 0.0144
H -0.2847 -3.8083 0.5526 0.0396 0.0030 0.0393
H 0.5171 -3.3709 2.8680 -0.0156 0.0364 0.0257
F 1.8480 -5.3077 -0.0950 0.0146 -0.0188 0.1524
C 1.5235 -5.7360 -1.3243 -0.1640 -0.1332 -0.4591
C 0.3529 -6.4510 -1.5113 -0.1052 -0.0078 0.1527
C 0.0172 -6.8782 -2.7907 0.2865 0.1463 0.0003
C 0.8574 -6.5902 -3.8604 -0.0286 -0.1807 -0.0074
C 2.0306 -5.8758 -3.6540 -0.1458 -0.0951 0.0737
C 2.3668 -5.4429 -2.3796 0.1738 0.1466 0.0299
H -0.2853 -6.6664 -0.6636 0.0304 0.0338 0.0096
H -0.8996 -7.4299 -2.9533 0.0134 0.0061 0.0334
H 0.5967 -6.9199 -4.8569 0.0069 0.0126 0.0181
H 2.6833 -5.6534 -4.4884 -0.0150 0.0168 0.0150
H 3.2713 -4.8756 -2.2015 -0.0189 -0.0176 0.0503
F 0.2898 -5.4467 -6.8530 0.0836 -0.0344 -0.0511
C -0.8289 -4.7295 -6.6214 -0.4992 0.3523 0.1349
C -1.0544 -4.2121 -5.3583 0.1565 -0.0184 0.1074
C -2.2053 -3.4706 -5.1262 -0.0720 -0.0888 -0.2807
C -3.1181 -3.2634 -6.1541 -0.0358 0.0148 0.0390
C -2.8785 -3.7921 -7.4166 0.0939 0.0139 0.2130
C -1.7245 -4.5264 -7.6555 0.0798 -0.1250 -0.1859
H -0.3378 -4.3893 -4.5684 0.0149 0.0372 -0.0357
H -2.3900 -3.0557 -4.1442 0.0520 -0.0074 -0.0088
H -4.0173 -2.6893 -5.9694 0.0252 -0.0101 -0.0095
H -3.5912 -3.6335 -8.2156 0.0376 -0.0042 -0.0095
H -1.5168 -4.9394 -8.6344 0.0227 -0.0155 0.0311
F -0.2376 -1.0385 -4.1975 -0.0902 -0.1023 -0.0529
C 0.5391 -0.0576 -3.7014 0.3406 0.4005 0.2463
C 1.7998 -0.3708 -3.2267 0.0448 -0.2087 -0.0325
C 2.6007 0.6407 -2.7134 -0.2311 0.1255 -0.0678
C 2.1283 1.9471 -2.6711 0.0787 0.0797 0.0426
C 0.8577 2.2454 -3.1480 0.1425 -0.1921 0.0155
C 0.0579 1.2385 -3.6726 -0.2020 -0.0062 -0.0706
H 2.1453 -1.3964 -3.2590 -0.0470 0.0015 -0.0100
H 3.5915 0.4101 -2.3446 -0.0300 -0.0230 0.0118
H 2.7527 2.7334 -2.2653 -0.0161 -0.0175 -0.0073
H 0.4892 3.2625 -3.1105 -0.0096 -0.0236 -0.0086
H -0.9321 1.4521 -4.0551 0.0019 -0.0434 0.0141
F 4.2079 4.5320 -1.0115 0.0928 -0.0783 -0.0773
C 3.3161 5.3560 -0.4273 -0.4912 0.3858 0.3314
C 2.3048 4.8191 0.3506 0.0685 -0.2370 -0.0490
C 1.3892 5.6696 0.9560 0.0887 0.1425 -0.1115
C 1.4873 7.0432 0.7690 -0.0287 0.0355 0.0072
C 2.5042 7.5679 -0.0188 -0.0819 -0.2125 0.0840
C 3.4285 6.7215 -0.6172 0.2069 0.0168 -0.1668
H 2.2377 3.7461 0.4794 0.0344 0.0098 0.0096
H 0.5996 5.2610 1.5729 0.0301 -0.0328 0.0032
H 0.7700 7.7041 1.2387 0.0191 -0.0264 -0.0022
H 2.5782 8.6375 -0.1674 0.0344 -0.0191 -0.0038
H 4.2325 7.1135 -1.2269 -0.0034 -0.0395 -0.0077
```
Forces are in eV/Å.

For the highest occupied orbital energy, the calculation gives -0.125 Ha. As for the LUMO energy: 1.92 eV. The HOMO-LUMO gap comes out at 5.336 eV. The total charge is -1. As for the spin multiplicity: 1.

Löwdin atomic charge list, values in e, 5 entries: C -0.1681; C -0.7566; Cl 0.5336; C -0.4843; P 0.0834

=====

| no. | electronic energy (Ha) | M (g/mol) |
| --- | --- | --- |
| 1 | -14319.49775 | 1472.72 |
| 2 | -169.75349 | 45.04 |
| 3 | -514.58582 | 137.14 |
| 4 | -3456.70062 | 676.49 |